No. 1
{
  "formula": "C5H8",
  "method": "wB97M-V/def2-TZVPD",
  "homo_ev": -9.130,
  "homo_lumo_gap_ev": 10.29,
  "total_energy_ev": -5309.86592,
  "smiles": "C=C=C1CC1.[H][H]",
  "relative_energy_kcal_mol": 99.2,
  "lumo_energy_ev": 1.16,
  "species": ["C", "C", "C", "C", "C", "H", "H", "H", "H", "H", "H", "H", "H"],
  "xyz": [[-1.799, 1.002, 1.002], [-0.624, 1.042, 0.414], [0.365, 0.499, -0.211], [0.670, -0.913, -0.673], [1.619, 0.238, -0.903], [-1.898, 0.759, 2.057], [-2.720, 1.129, 0.437], [0.952, -1.667, 0.061], [0.151, -1.322, -1.540], [1.718, 0.581, -1.927], [2.533, 0.232, -0.320], [-1.135, -1.338, 0.118], [-1.694, -0.998, 0.477]],
  "forces_ev_per_angstrom": [[0.14, 0.59, 0.07], [-0.04, -0.59, -0.12], [-0.33, -0.24, 0.11], [0.28, -0.09, -0.16], [0.36, 0.22, -0.12], [0.08, 0.29, -0.07], [0.15, 0.24, 0.08], [-0.03, 0.28, -0.10], [0.09, 0.23, 0.17], [0.07, 0.12, 0.10], [-0.01, 0.15, -0.06], [-0.62, -0.51, 0.19], [-0.15, -0.68, -0.08]],
  "mulliken_charge": [-1.01, 0.35, 0.35, -0.91, -0.48, 0.32, 0.33, 0.33, 0.33, 0.22, 0.22, -0.07, 0.02]
}



No. 2
{
  "formula": "C42H41BrClCrN4O5S",
  "method": "wB97M-V/def2-TZVPD",
  "homo_ev": [-7.671, -7.772],
  "homo_lumo_gap_ev": [7.37, 7.38],
  "total_energy_ev": -182242.42498,
  "relative_energy_kcal_mol": 6.4,
  "lumo_energy_ev": [-0.30, -0.40],
  "spin_multiplicity": 4,
  "species": ["Cr", "C", "C", "C", "C", "C", "C", "C", "Br", "C", "O", "C", "C", "C", "C", "C", "C", "H", "H", "H", "H", "H", "H", "H", "H", "H", "H", "H", "H", "H", "H", "H", "H", "H", "H", "H", "H", "C", "O", "C", "C", "C", "C", "C", "C", "N", "N", "C", "C", "C", "C", "O", "C", "N", "C", "C", "C", "C", "H", "H", "H", "H", "H", "H", "H", "H", "H", "H", "H", "H", "Cl", "C", "C", "C", "C", "C", "C", "C", "O", "O", "H", "H", "H", "H", "S", "C", "N", "C", "C", "C", "C", "H", "H", "H", "H", "H"],
  "xyz": [[0.182, 0.149, 0.085], [-0.833, 4.264, 6.175], [-0.323, 2.858, 6.486], [1.010, 2.977, 7.238], [-1.352, 2.165, 7.389], [-0.103, 2.038, 5.217], [-0.215, 2.577, 3.946], [0.044, 1.769, 2.857], [-0.084, 2.542, 1.103], [0.418, 0.426, 2.926], [0.742, -0.264, 1.849], [0.479, -0.140, 4.222], [0.246, 0.690, 5.309], [0.871, -1.606, 4.425], [0.132, -2.556, 3.466], [0.546, -2.080, 5.848], [2.384, -1.725, 4.199], [-1.017, 4.801, 7.108], [-1.770, 4.236, 5.615], [-0.105, 4.841, 5.602], [0.880, 3.548, 8.159], [1.756, 3.483, 6.622], [1.403, 1.994, 7.501], [-1.546, 2.776, 8.273], [-1.002, 1.191, 7.732], [-2.295, 2.018, 6.860], [-0.500, 3.606, 3.786], [0.325, 0.262, 6.298], [-0.948, -2.399, 3.514], [0.339, -3.587, 3.762], [0.433, -2.417, 2.432], [-0.503, -1.907, 6.091], [1.162, -1.592, 6.606], [0.740, -3.150, 5.920], [2.646, -1.383, 3.197], [2.708, -2.764, 4.308], [2.933, -1.116, 4.920], [4.453, 3.719, -5.658], [4.416, 2.441, -5.050], [3.518, 1.542, -5.528], [2.651, 1.782, -6.588], [1.778, 0.780, -6.991], [1.724, -0.431, -6.323], [2.622, -0.680, -5.282], [3.511, 0.298, -4.893], [0.774, -1.381, -6.833], [0.071, -2.087, -6.099], [0.115, -1.953, -4.671], [0.438, -3.056, -3.928], [0.575, -2.992, -2.530], [0.359, -1.807, -1.864], [0.476, -1.663, -0.549], [-0.054, -0.675, -2.625], [-0.301, 0.463, -1.913], [-0.769, 1.522, -2.528], [-1.002, 1.535, -3.914], [-0.720, 0.423, -4.654], [-0.216, -0.736, -4.018], [5.219, 4.281, -5.130], [3.494, 4.234, -5.558], [4.720, 3.649, -6.716], [2.654, 2.725, -7.113], [1.115, 0.940, -7.833], [2.625, -1.633, -4.773], [4.207, 0.128, -4.084], [0.628, -3.989, -4.444], [0.843, -3.876, -1.967], [-0.994, 2.385, -1.917], [-1.409, 2.425, -4.372], [-0.896, 0.413, -5.721], [-6.402, -4.494, -1.214], [-5.334, -3.157, -0.899], [-4.092, -3.403, -0.337], [-3.246, -2.334, -0.086], [-3.639, -1.038, -0.403], [-4.887, -0.815, -0.972], [-5.745, -1.873, -1.219], [-2.704, 0.119, -0.185], [-2.960, 1.225, -0.633], [-1.652, -0.173, 0.521], [-3.798, -4.416, -0.103], [-2.269, -2.493, 0.351], [-5.169, 0.199, -1.221], [-6.720, -1.713, -1.658], [2.521, 0.768, -0.524], [3.475, -0.444, 0.211], [2.987, -1.685, 0.431], [3.685, -2.683, 1.006], [4.977, -2.494, 1.392], [5.545, -1.227, 1.176], [4.814, -0.223, 0.601], [2.009, -1.857, 0.119], [3.149, -3.611, 1.136], [5.531, -3.294, 1.858], [6.568, -1.039, 1.473], [5.228, 0.761, 0.439]],
  "forces_ev_per_angstrom": [[0.06, 0.06, 0.02], [0.02, 0.00, 0.00], [0.00, 0.01, 0.01], [-0.02, -0.01, 0.01], [-0.01, 0.00, -0.01], [0.01, 0.06, -0.05], [-0.05, -0.03, 0.04], [0.02, -0.05, -0.03], [0.01, 0.04, 0.09], [0.06, 0.10, 0.01], [0.06, -0.08, -0.02], [-0.02, 0.03, 0.06], [-0.10, -0.06, 0.00], [0.03, -0.04, 0.00], [-0.06, 0.07, 0.01], [0.08, 0.01, 0.01], [0.03, -0.02, -0.09], [0.00, 0.01, 0.01], [-0.02, 0.00, 0.00], [0.01, 0.00, -0.02], [0.00, 0.01, 0.01], [0.01, 0.01, -0.01], [0.01, -0.01, 0.01], [0.00, 0.00, 0.02], [0.00, -0.01, -0.01], [-0.01, 0.01, 0.00], [0.00, 0.02, 0.00], [-0.01, 0.01, -0.01], [-0.01, 0.00, 0.03], [-0.01, -0.02, -0.01], [0.02, 0.02, -0.01], [-0.02, -0.03, 0.01], [0.00, 0.03, -0.02], [0.00, -0.02, 0.00], [-0.01, 0.01, 0.02], [0.00, -0.02, 0.01], [0.00, 0.00, 0.03], [-0.01, 0.01, -0.01], [-0.02, -0.03, -0.01], [0.01, 0.02, 0.01], [0.02, 0.01, 0.02], [0.00, -0.03, 0.02], [0.02, 0.02, 0.04], [0.00, 0.03, 0.00], [0.00, 0.01, -0.01], [-0.04, 0.02, -0.06], [-0.03, -0.08, -0.04], [0.01, 0.02, 0.06], [-0.03, 0.05, -0.06], [0.00, 0.05, 0.07], [0.01, -0.06, -0.07], [0.01, -0.03, 0.06], [0.00, 0.00, -0.05], [-0.05, -0.02, -0.05], [0.02, 0.03, 0.01], [0.01, -0.03, -0.03], [0.02, 0.02, 0.02], [0.01, -0.05, 0.04], [-0.01, -0.01, -0.01], [0.01, -0.01, 0.00], [0.00, 0.00, 0.01], [0.00, 0.02, -0.01], [-0.01, 0.00, -0.01], [0.01, 0.00, -0.01], [0.01, 0.00, 0.02], [0.00, 0.00, -0.01], [0.00, 0.00, 0.02], [0.00, -0.01, 0.00], [0.00, 0.01, 0.00], [-0.01, 0.00, -0.02], [-0.01, -0.01, 0.00], [0.00, 0.01, 0.00], [-0.01, 0.01, 0.01], [-0.01, 0.00, -0.01], [0.03, -0.01, -0.05], [0.02, 0.00, -0.01], [0.01, -0.01, 0.01], [-0.16, 0.13, 0.25], [0.01, 0.04, -0.15], [0.07, -0.24, -0.06], [0.00, -0.01, 0.00], [0.00, 0.00, 0.00], [0.00, 0.01, 0.00], [-0.01, 0.00, 0.00], [0.01, -0.03, -0.01], [0.03, 0.01, 0.00], [-0.09, -0.02, -0.05], [0.02, -0.01, 0.00], [0.00, 0.01, 0.01], [-0.02, -0.01, -0.01], [-0.02, 0.00, -0.01], [0.02, 0.06, 0.04], [0.00, -0.01, 0.00], [0.01, -0.01, 0.00], [0.01, 0.00, 0.01], [0.00, 0.00, 0.00]],
  "lowdin_spin": [2.88, 0.00, 0.00, 0.00, 0.00, 0.00, 0.00, 0.01, -0.01, 0.00, 0.04, 0.00, 0.00, 0.00, 0.00, 0.00, 0.00, 0.00, 0.00, 0.00, 0.00, 0.00, 0.00, 0.00, 0.00, 0.00, 0.00, 0.00, 0.00, 0.00, 0.00, 0.00, 0.00, 0.00, 0.00, 0.00, 0.00, 0.00, 0.00, 0.00, 0.00, 0.00, 0.00, 0.00, 0.00, 0.00, 0.00, 0.01, 0.00, 0.01, 0.00, 0.01, 0.00, -0.01, 0.01, 0.00, 0.01, 0.00, 0.00, 0.00, 0.00, 0.00, 0.00, 0.00, 0.00, 0.00, 0.00, 0.00, 0.00, 0.00, 0.00, 0.00, 0.00, 0.00, 0.00, 0.00, 0.00, 0.01, 0.00, 0.04, 0.00, 0.00, 0.00, 0.00, -0.02, 0.00, 0.00, 0.00, 0.00, 0.00, 0.00, 0.00, 0.00, 0.00, 0.00, 0.00]
}



No. 3
{
  "formula": "C34H66ClFN5O6",
  "method": "wB97M-V/def2-TZVPD",
  "homo_ev": -11.310,
  "homo_lumo_gap_ev": 8.31,
  "total_energy_ev": -71295.80577,
  "lumo_energy_ev": -3.00,
  "charge": 1,
  "species": ["C", "C", "C", "C", "C", "N", "N", "C", "O", "C", "O", "C", "C", "C", "C", "C", "C", "C", "C", "C", "N", "N", "N", "C", "C", "F", "C", "C", "C", "C", "Cl", "H", "H", "H", "H", "H", "H", "H", "H", "H", "H", "H", "H", "H", "H", "H", "H", "H", "H", "H", "H", "H", "H", "H", "H", "H", "H", "H", "H", "H", "H", "H", "H", "H", "H", "C", "C", "C", "O", "H", "H", "H", "H", "H", "H", "H", "H", "C", "C", "C", "O", "H", "H", "H", "H", "H", "H", "H", "H", "C", "C", "C", "O", "H", "H", "H", "H", "H", "H", "H", "H", "C", "C", "C", "O", "H", "H", "H", "H", "H", "H", "H", "H"],
  "xyz": [[3.430, 4.684, -0.847], [2.767, 3.573, -1.203], [3.138, 2.132, -0.784], [4.539, 1.874, -1.507], [5.792, 1.630, -0.651], [6.758, 0.675, -1.254], [2.159, 1.349, -1.613], [1.487, 0.485, -0.968], [0.534, -0.177, -1.710], [-0.684, 0.537, -1.658], [-0.745, 1.609, -1.094], [-1.905, -0.058, -2.256], [-2.233, -1.404, -2.242], [-3.427, -1.793, -2.797], [-4.309, -0.909, -3.370], [-3.983, 0.443, -3.385], [-2.793, 0.834, -2.832], [1.862, 0.361, 0.502], [2.433, -1.086, 0.648], [3.890, -1.373, 0.357], [4.266, -1.085, -1.021], [4.859, -0.874, 1.323], [3.977, -2.888, 0.506], [0.582, 0.340, 1.399], [-0.381, -0.829, 1.181], [0.938, 0.268, 2.742], [2.790, 1.644, 0.643], [2.282, 2.740, 1.614], [3.351, 3.553, 2.400], [4.812, 3.449, 1.999], [2.858, 5.312, 2.375], [4.515, 4.787, -0.837], [2.832, 5.547, -0.549], [1.921, 3.717, -1.886], [4.746, 2.751, -2.130], [4.405, 1.057, -2.223], [5.606, 1.319, 0.375], [6.318, 2.595, -0.576], [7.560, 1.172, -1.630], [7.163, 0.161, -0.476], [2.031, 1.544, -2.601], [-1.570, -2.128, -1.777], [-3.717, -2.841, -2.767], [-5.262, -1.201, -3.802], [-4.639, 1.208, -3.789], [-2.547, 1.894, -2.837], [1.872, -1.734, -0.043], [2.217, -1.510, 1.633], [3.522, -1.382, -1.657], [5.063, -1.652, -1.291], [5.769, -0.947, 0.876], [4.892, -1.493, 2.126], [4.947, -3.153, 0.347], [3.484, -3.312, -0.279], [0.037, 1.279, 1.253], [-0.578, -1.116, 0.149], [-1.315, -0.606, 1.707], [0.030, -1.715, 1.681], [3.635, 1.225, 1.204], [1.631, 2.332, 2.394], [1.632, 3.468, 1.116], [3.296, 3.293, 3.460], [5.167, 2.436, 2.231], [5.385, 4.099, 2.673], [5.058, 3.770, 0.989], [1.510, -1.160, -5.553], [2.533, -1.929, -4.733], [2.169, -3.400, -4.630], [2.620, -1.359, -3.417], [0.522, -1.213, -5.086], [1.781, -0.103, -5.611], [1.437, -1.556, -6.565], [3.519, -1.826, -5.187], [1.201, -3.524, -4.134], [2.906, -3.937, -4.032], [2.115, -3.863, -5.615], [1.750, -1.445, -3.008], [-1.613, -3.249, 5.892], [-0.465, -3.819, 5.077], [0.880, -3.457, 5.687], [-0.535, -3.319, 3.738], [-1.561, -2.156, 5.925], [-2.570, -3.508, 5.438], [-1.599, -3.627, 6.915], [-0.559, -4.904, 5.016], [1.012, -2.371, 5.714], [1.695, -3.864, 5.086], [0.970, -3.843, 6.703], [-0.453, -2.360, 3.781], [-4.564, -0.768, 4.134], [-4.334, 0.459, 5.001], [-4.441, 1.740, 4.188], [-3.043, 0.384, 5.606], [-3.811, -0.830, 3.341], [-4.475, -1.679, 4.728], [-5.552, -0.749, 3.671], [-5.064, 0.478, 5.811], [-3.685, 1.760, 3.397], [-4.265, 2.611, 4.820], [-5.426, 1.837, 3.729], [-2.388, 0.368, 4.900], [-9.049, -0.175, -2.739], [-7.987, 0.795, -3.232], [-8.586, 2.153, -3.559], [-7.347, 0.259, -4.394], [-9.810, -0.337, -3.508], [-8.607, -1.147, -2.517], [-9.540, 0.199, -1.840], [-7.213, 0.909, -2.470], [-9.332, 2.065, -4.353], [-7.816, 2.836, -3.918], [-9.063, 2.596, -2.683], [-8.017, 0.151, -5.078]],
  "forces_ev_per_angstrom": [[-0.10, 0.00, -0.21], [-0.04, 0.11, 0.86], [0.83, 0.62, -3.29], [0.23, -0.22, 0.25], [0.90, 0.54, -0.24], [-0.06, -0.01, 0.41], [0.44, -0.31, 1.16], [-0.45, 0.61, -0.72], [-0.28, 0.09, 0.79], [-1.52, 1.22, 0.83], [0.97, -1.06, -0.63], [0.82, -0.41, -0.29], [0.80, -0.05, 0.24], [-0.60, -1.45, 0.01], [-0.50, 0.91, -0.35], [-0.21, -0.13, -0.02], [0.29, 1.41, 0.09], [-1.00, -0.35, -0.68], [0.38, 0.15, 0.01], [1.13, -3.26, -0.67], [-0.68, 1.00, 0.37], [-0.06, 0.79, -0.45], [-0.50, 0.14, 0.19], [-0.86, 0.42, -0.67], [0.23, -0.35, 0.60], [0.40, 0.05, -0.15], [0.53, -0.59, 1.82], [-0.83, 0.54, 0.09], [0.05, 0.22, -0.25], [0.29, 0.11, 0.88], [0.09, -0.29, 0.06], [-0.16, -0.43, 1.23], [0.32, 0.42, -1.36], [-0.83, -0.16, 1.35], [-0.15, -0.07, 0.20], [0.15, -0.13, 0.44], [-0.42, -0.06, -0.26], [-0.30, -0.10, 0.24], [-0.22, 0.06, -0.17], [0.01, -0.16, -0.22], [0.01, -0.23, 0.01], [-0.11, 0.01, -0.11], [0.19, 0.10, 0.03], [0.18, -0.21, 0.12], [-0.07, -0.31, -0.10], [0.05, -0.18, 0.06], [0.02, 0.17, 0.16], [0.11, 0.42, -0.01], [0.33, 0.15, 0.15], [0.18, 0.30, 0.10], [-0.01, 0.14, 0.14], [-0.24, 0.02, -0.03], [-0.01, 0.08, 0.19], [-0.12, -0.05, 0.17], [0.20, -0.05, 0.14], [-0.06, 0.22, 0.18], [0.06, 0.04, -0.31], [-0.04, 0.09, -0.21], [0.39, 0.17, -0.82], [0.28, -0.28, -0.30], [0.21, -0.24, -0.19], [-0.09, 0.01, -0.19], [-0.03, 0.11, -0.39], [-0.14, -0.07, -0.15], [-0.24, -0.30, 0.02], [0.07, 0.23, 0.05], [-0.54, -0.26, -0.14], [0.17, -0.08, 0.14], [0.07, 0.16, 0.05], [-0.01, -0.14, -0.02], [0.06, -0.03, -0.07], [-0.03, 0.01, 0.01], [0.06, 0.10, 0.19], [-0.06, 0.06, -0.10], [0.04, 0.01, -0.07], [-0.02, 0.00, 0.02], [-0.09, -0.06, -0.23], [-0.18, -0.09, -0.06], [0.07, 0.57, 0.33], [0.17, -0.14, -0.10], [0.00, -0.22, -0.32], [0.08, -0.01, 0.08], [0.02, -0.06, 0.02], [0.00, 0.04, 0.00], [-0.01, 0.03, -0.22], [-0.11, 0.01, 0.08], [-0.03, -0.06, 0.03], [0.01, 0.04, 0.00], [-0.01, -0.01, 0.15], [-0.10, -0.18, 0.13], [0.31, 0.01, -0.64], [-0.08, 0.16, 0.14], [-0.09, -0.04, 0.35], [-0.03, 0.11, -0.04], [-0.05, 0.03, 0.02], [0.02, -0.01, -0.02], [0.15, -0.01, 0.12], [-0.05, -0.10, -0.05], [-0.05, -0.03, 0.02], [0.03, 0.01, -0.03], [-0.03, 0.04, -0.02], [0.12, -0.16, 0.12], [-0.64, 0.02, -0.30], [0.18, 0.15, 0.01], [0.42, -0.03, 0.18], [-0.03, 0.12, 0.01], [0.02, 0.04, 0.05], [-0.02, -0.01, -0.02], [0.12, -0.07, -0.12], [-0.06, -0.07, 0.08], [0.01, 0.00, 0.06], [-0.02, 0.00, -0.03], [0.00, 0.01, 0.01]],
  "mulliken_charge": [-1.09, -0.61, 1.36, -1.23, -0.33, -0.64, -0.05, -0.81, 0.05, 0.45, -0.50, 0.43, -0.11, -1.04, -0.44, -0.86, -0.33, 2.32, -3.05, 0.70, 0.07, -0.32, -0.78, -0.62, -0.90, -0.46, 0.45, -1.71, 0.03, -1.14, -0.19, 0.35, 0.35, 0.31, 0.81, 0.21, 0.01, 0.46, 0.29, 0.24, 0.61, 0.53, 0.39, 0.46, 0.49, 0.40, 0.32, 0.91, -0.10, 0.47, 0.28, 0.35, 0.32, 0.29, 0.81, -0.40, 0.26, 0.22, 0.48, 0.51, 0.73, 0.60, 0.19, 0.60, -0.04, -1.17, 0.33, -1.26, -0.59, 0.19, 0.31, 0.45, 0.34, 0.27, 0.31, 0.45, 0.01, -1.11, 0.33, -1.28, -0.46, 0.24, 0.26, 0.43, 0.33, 0.29, 0.32, 0.42, 0.22, -0.82, 0.29, -1.09, -0.51, 0.05, 0.21, 0.41, 0.32, 0.17, 0.32, 0.37, 0.29, -1.40, 0.60, -1.38, -0.52, 0.35, 0.34, 0.38, 0.28, 0.35, 0.34, 0.38, 0.32]
}



No. 4
{
  "formula": "C5H14N3",
  "method": "wB97M-V/def2-TZVPD",
  "homo_ev": -12.197,
  "homo_lumo_gap_ev": 9.38,
  "total_energy_ev": -9876.39576,
  "relative_energy_kcal_mol": 17.8,
  "lumo_energy_ev": -2.82,
  "charge": 1,
  "species": ["C", "C", "C", "N", "H", "H", "H", "H", "H", "H", "H", "C", "N", "C", "N", "H", "H", "H", "H", "H", "H", "H"],
  "xyz": [[-1.965, 1.348, -1.848], [-1.037, 0.331, -2.430], [-0.350, 0.490, -3.545], [-0.873, -0.841, -1.611], [-1.584, 1.716, -0.889], [-2.944, 0.916, -1.622], [-2.096, 2.188, -2.522], [0.315, -0.280, -3.912], [-0.434, 1.391, -4.132], [-1.783, -1.161, -1.289], [-0.478, -1.594, -2.165], [1.521, -0.832, 3.957], [1.513, -0.110, 2.684], [0.838, -0.497, 1.626], [0.842, 0.078, 0.464], [1.115, -0.219, 4.755], [2.535, -1.128, 4.226], [0.929, -1.739, 3.880], [2.117, 0.699, 2.626], [0.216, -1.381, 1.743], [1.393, 0.910, 0.309], [0.212, -0.285, -0.305]],
  "forces_ev_per_angstrom": [[-0.06, -0.06, 0.28], [-0.12, -0.01, 0.33], [0.24, -0.01, -0.29], [-0.24, 0.03, -0.08], [0.04, 0.05, -0.09], [0.00, -0.01, -0.16], [-0.02, 0.03, 0.01], [0.02, -0.02, -0.04], [-0.03, 0.05, 0.01], [0.08, 0.01, 0.06], [0.10, -0.04, 0.06], [0.11, -0.17, 0.18], [0.06, -0.16, 0.03], [0.02, -0.19, 0.51], [-0.17, 0.16, -0.42], [-0.06, 0.12, -0.03], [0.00, 0.10, -0.12], [-0.11, 0.01, -0.13], [-0.09, -0.01, -0.09], [0.06, 0.07, 0.00], [-0.02, 0.00, -0.12], [0.19, 0.06, 0.12]],
  "mulliken_charge": [-1.15, 0.80, -1.01, -0.72, 0.26, 0.33, 0.35, 0.25, 0.27, 0.25, 0.22, -0.73, -0.18, 0.31, -0.20, 0.30, 0.30, 0.30, 0.24, 0.25, 0.22, 0.33]
}